(1)
89
Properties=species:S:1:pos:R:3:forces:R:3:lowdin_charge:R:1 method="wB97M-V/def2-TZVPD" spin_multiplicity=1 e_lumo_ev=-0.10 e_homo_ev=-8.296 orbital_gap_ev=8.19
H 2.3143 -2.3018 -0.4317 0.34 -0.10 0.79 0.1058
H -2.1637 -5.8126 -1.4504 -0.06 -0.11 -0.03 0.1146
H -6.5993 -3.8391 -0.7926 -0.05 -0.02 -0.11 0.1062
O 0.6386 -5.7838 1.7848 0.52 -0.10 -0.08 -0.2039
O 1.2203 4.8812 0.1472 0.48 0.07 0.36 -0.2140
O -2.5995 1.9956 -5.5438 -0.48 -0.15 -0.11 -0.2112
O -0.7239 -0.1021 6.3688 -0.04 -0.10 0.23 -0.1910
C -0.9046 -0.7282 0.8336 0.63 -0.03 0.34 -0.1050
N -4.5581 -3.8676 -0.2330 0.15 -0.60 0.45 0.0161
O 3.7819 -0.3776 -1.9507 0.37 0.03 0.90 0.0589
O 4.7930 -1.2286 -0.2385 -0.78 0.30 0.28 0.0498
C -5.0508 -3.0777 -2.2320 -0.27 0.45 0.61 -0.0996
H -1.5069 5.1108 0.9953 -0.27 0.45 -0.26 0.1257
C 0.7177 -0.0192 6.4430 -0.33 -0.33 0.77 -0.1476
H -2.6950 3.6705 -1.5247 -0.36 -0.01 -0.23 0.1375
C -0.6175 0.5800 -0.9839 0.05 0.19 -0.08 -0.0794
H -0.0245 -2.8468 -2.1533 -0.12 0.26 0.04 0.0875
H 0.3065 0.4993 2.0479 0.25 -0.15 -0.05 0.1193
H 5.7231 4.9942 1.3961 -0.17 -0.04 0.18 0.1370
O 4.9258 1.8998 0.7886 -0.27 -0.18 -0.17 -0.1826
O -2.1553 -0.2168 4.4288 -0.74 0.52 -0.55 -0.2095
C 2.4219 -1.2236 -0.3229 -0.09 -0.15 -0.47 0.0417
H -0.7057 -2.0171 -3.6288 -0.02 0.15 0.30 0.0977
C -5.5869 -3.6430 -1.0995 0.25 0.26 -0.03 -0.1326
H 1.2206 5.0461 2.2520 0.16 0.27 -0.24 0.1307
H 5.1903 4.6315 -0.2263 -0.24 -0.36 -0.11 0.1379
H -0.8008 -8.1642 -0.0534 -0.41 -0.45 -0.21 0.1346
S 3.4778 2.5704 0.7050 1.82 -0.91 0.75 0.5500
H 0.8284 1.8800 0.1699 0.09 0.17 -0.72 0.0693
O 2.0651 7.2240 0.3632 0.32 0.01 0.42 -0.2028
O -0.3255 6.6457 0.2196 0.16 0.19 -0.36 -0.1819
C -0.6579 5.7392 1.2552 0.70 -0.99 0.92 -0.1522
C 5.2512 4.2290 0.7856 0.73 0.39 -0.19 -0.1491
N 0.0453 0.2308 1.1157 -0.90 -0.20 -0.30 0.0207
H -2.9869 -2.5194 -2.7263 0.19 -0.04 0.15 0.0771
O -1.5212 -6.7773 1.2159 -0.60 0.00 -0.21 -0.1940
S -0.5931 -5.5044 1.1545 0.02 -0.29 -0.08 0.5555
H -1.0438 3.2827 -2.0480 -0.13 0.15 0.26 0.1222
H 2.2796 -0.7780 0.6513 0.10 -0.47 0.26 0.0797
C -1.6227 -7.4481 -0.0723 0.90 0.25 0.88 -0.1136
C -2.0660 3.4924 -2.3886 1.12 -0.32 0.28 -0.1633
O -1.3158 -2.3105 5.3624 0.14 -0.59 0.24 -0.1967
S 1.1656 6.3870 -0.3368 -0.88 -0.27 0.26 0.5793
C -0.2418 -2.9066 -3.2149 0.28 -0.32 -0.56 0.0422
H 6.8009 2.6260 0.3330 -0.31 0.32 -0.54 0.1400
H 0.9121 1.2169 4.6707 -0.44 -0.09 0.06 0.1328
O 3.9572 3.9462 1.3304 -0.81 0.45 -0.11 -0.1877
C 0.1967 1.0298 0.0092 0.02 0.62 1.14 -0.1582
O -0.4209 -5.4811 -0.4250 0.50 0.09 -0.04 -0.2018
H -0.8092 -3.7990 -3.4527 -0.08 0.02 0.05 0.0860
H -4.6700 -4.3062 0.6643 0.10 0.05 0.03 0.1487
O 3.1042 2.6705 -0.6407 -0.44 0.50 -1.05 -0.1774
S -1.1462 -0.9418 5.0833 0.93 0.55 0.07 0.5780
H 1.0781 -0.9559 6.8749 0.17 -0.07 -0.33 0.1368
O -2.4941 2.3125 -3.1024 -0.41 0.27 -0.03 -0.2002
O 1.1429 6.3695 -1.7400 -0.06 0.13 -0.91 -0.1988
O 2.6491 1.8843 1.6240 -0.59 0.20 0.68 -0.2290
O 0.2650 -0.7439 4.3136 -0.33 -0.21 -0.22 -0.2022
C 1.0880 0.1887 5.0044 0.89 0.54 -0.08 -0.1815
H -1.3637 5.4062 -3.2296 0.03 -0.04 0.15 0.1321
S -1.7041 2.2730 -4.4867 -0.77 0.86 -0.32 0.5655
O -1.3258 -4.3660 1.5583 -0.47 0.56 0.24 -0.2338
H -2.4303 -3.5603 -0.2333 -0.04 -0.04 0.10 0.0795
H -0.8185 6.2652 2.1929 -0.26 0.17 -0.12 0.1310
C 0.5647 4.7905 1.4190 -0.36 -0.16 -0.03 -0.1519
H 1.6873 -0.8379 -1.0213 0.23 0.49 -0.02 0.0735
C -1.3009 -6.3832 -1.1064 -0.30 0.14 -0.05 -0.1499
N 3.7836 -0.8830 -0.8328 0.07 -0.28 -1.79 -0.4212
H -0.7321 1.0310 -1.9548 0.14 -0.26 -0.03 0.0673
O -1.3151 3.8206 -4.5211 0.17 -0.11 -0.04 -0.1833
H -1.9973 -1.1881 -0.9735 -0.06 0.11 -0.04 0.0662
H -2.9607 4.8360 -3.8352 0.02 0.13 0.13 0.1361
H 6.3316 2.8381 1.9754 -0.32 -0.21 0.02 0.1317
C 5.9438 2.8843 0.9505 0.76 -0.09 0.69 -0.1497
H 2.1379 0.0088 4.7752 -0.10 -0.47 0.04 0.1405
H -1.1439 -1.4839 1.5638 -0.16 -0.01 -0.05 0.1058
C -3.3558 -3.4957 -0.7748 -0.59 0.36 -0.52 -0.1439
H 0.9737 0.7637 7.1512 -0.10 0.29 -0.29 0.1366
O -0.5394 1.5072 -4.3429 1.21 -0.68 0.22 -0.2064
H -2.6153 -7.8766 -0.0981 0.02 -0.17 -0.29 0.1361
C -1.9761 4.5413 -3.4644 -0.43 0.00 -0.37 -0.1413
H -5.6114 -2.5568 -2.9906 0.01 -0.40 -0.28 0.0928
N 1.0790 -3.0458 -3.9150 0.07 -0.11 0.33 -0.4431
C -3.6549 -2.9704 -2.0100 0.17 -0.02 -0.46 -0.1212
H 0.2773 3.7472 1.5290 -0.12 0.05 -0.02 0.1177
H -0.7464 -6.8127 -1.9359 -0.06 0.11 -0.11 0.1375
O 1.8357 -2.1020 -3.8537 -0.12 -0.08 -0.05 0.0747
O 1.3187 -4.1106 -4.4529 -0.04 0.09 -0.05 0.0557
C -1.2950 -0.5523 -0.4613 -0.34 -0.40 -0.19 -0.0874



(2)
15
Properties=species:S:1:pos:R:3:forces:R:3:nbo_charge:R:1 method="wB97M-V/def2-TZVPD" spin_multiplicity=1 charge=+1 e_lumo_ev=-4.27 e_homo_ev=-14.280 orbital_gap_ev=10.01
N 0.6842 -1.0885 0.6854 -2.80 1.31 1.54 -0.4500
H -0.6029 -1.6195 -0.5562 -0.16 0.29 -1.00 0.4413
H -0.6340 2.0819 1.0829 1.51 -2.23 -0.67 0.4021
C -0.2026 -0.0123 1.2503 0.00 0.36 0.98 -0.0958
H 0.9393 1.7073 0.9565 2.05 0.36 0.67 0.3850
H 0.9230 -2.1793 -1.0320 -0.60 1.06 0.77 0.4543
N 0.3823 -1.3353 -0.6678 1.09 -1.55 0.61 -0.0998
O 0.6120 -0.3665 -1.6129 -3.04 2.37 -0.81 -0.2828
H 1.5808 -0.8928 1.0196 2.34 -0.14 -0.80 0.4012
H -0.9530 0.8749 -2.6133 0.78 -0.11 0.31 0.3870
H -0.5594 1.1674 -0.9703 1.15 2.55 1.78 0.3826
H -0.1779 0.1094 2.3654 0.48 -1.44 -0.81 0.2319
H -1.2148 -0.3146 1.0034 -0.28 0.25 -0.10 0.2001
N 0.0759 1.3219 0.7350 -3.55 1.70 -0.42 -0.8915
N -0.8528 0.5459 -1.6459 1.03 -4.77 -2.02 -0.4656